(1)
DFT (wB97M-V/def2-TZVPD) results for a molecular structure, C42H31F9NO2P2Pt.

XYZ file:
```
88
Properties=species:S:1:pos:R:3:forces:R:3
Pt 0.128748 -0.857557 1.608530 0.0687 0.3684 0.8672
O -0.759271 -1.742267 -0.003923 -0.3730 -0.5645 -0.6589
C -1.968280 -1.307549 -0.457890 0.0101 -0.0481 -0.0167
C -2.851661 -2.102702 -1.155994 0.1827 -0.0233 0.0822
C -4.095359 -1.557475 -1.435061 -0.2062 0.1012 -0.0503
C -4.457069 -0.242357 -1.063455 -0.0936 -0.1041 -0.0222
C -3.547943 0.564657 -0.449267 0.1230 -0.2118 0.0870
C -2.198796 0.096532 -0.222724 -0.1483 0.0743 -0.0138
P -1.315316 0.770643 1.288113 0.1477 0.2172 -0.3081
C -2.615302 0.989055 2.479246 0.0859 -0.0766 -0.0072
C -2.792820 2.229755 3.091467 0.0139 0.0379 -0.0673
C -3.778545 2.372335 4.056018 -0.0404 -0.0264 0.0149
C -4.570172 1.287741 4.405747 0.0079 0.0099 0.0107
C -4.388496 0.047478 3.795801 -0.0138 0.0081 -0.0080
C -3.408272 -0.106749 2.835956 -0.0012 -0.0594 0.0318
C -0.578024 2.346836 0.875925 0.0363 -0.0988 0.0659
C 0.524186 2.752866 1.629171 0.0512 0.0114 0.0044
C 1.075707 4.006799 1.406808 -0.0132 0.0375 -0.0317
C 0.536522 4.844381 0.440944 0.0305 0.0036 0.0201
C -0.563009 4.438638 -0.308380 -0.0264 -0.0048 -0.0162
C -1.125570 3.192312 -0.091475 -0.0671 0.0094 0.0045
C 0.047551 -2.699284 -0.722405 -0.3308 -0.1506 0.0254
C -0.004080 -3.984584 -0.230876 -0.0248 0.0054 -0.0442
C 0.780447 -4.962160 -0.830598 0.0108 -0.0245 -0.0174
C 1.600114 -4.628921 -1.898474 -0.0237 -0.0341 0.0247
C 1.656421 -3.319729 -2.349808 0.0538 0.0935 -0.0380
C 0.868756 -2.310029 -1.782354 0.3072 0.0227 0.0707
P 1.259537 -0.618224 -2.292211 0.0820 -0.0912 -0.0893
C 2.817613 -0.115121 -1.649252 0.0339 -0.0928 -0.0784
C 2.988842 -0.130215 -0.261378 -0.0222 -0.1903 -0.0977
C 4.217654 0.165481 0.287321 0.0569 0.0547 0.0004
C 5.289278 0.458252 -0.556264 -0.0582 -0.0228 -0.0574
C 5.133116 0.434684 -1.937347 -0.0083 0.0297 0.0580
C 3.897202 0.145890 -2.496888 0.0398 0.1040 -0.0037
C 1.116559 -0.408190 -4.043744 0.0139 0.0090 0.1204
C 0.645564 -1.418310 -4.886444 -0.0740 -0.0269 -0.0105
C 0.510263 -1.163301 -6.242216 -0.0031 0.0118 -0.0143
C 0.826100 0.091169 -6.749531 -0.0035 -0.0068 0.0121
C 1.276341 1.103958 -5.907342 0.0108 0.0017 0.0247
C 1.426573 0.860497 -4.553531 0.0175 0.0290 -0.0517
H -2.617200 -3.131349 -1.397570 -0.0007 0.0111 0.0022
H -4.834522 -2.184741 -1.921375 0.0076 0.0252 0.0017
H -5.466305 0.100812 -1.250851 0.0117 -0.0034 0.0179
H -3.823898 1.551891 -0.098160 0.0069 0.0240 -0.0836
H -2.169033 3.073143 2.824587 0.0005 -0.0057 0.0188
H -3.923314 3.329048 4.538514 0.0012 0.0025 -0.0006
H -5.331989 1.402364 5.165841 0.0070 0.0006 -0.0121
H -5.005634 -0.792896 4.083334 0.0075 0.0011 -0.0006
H -3.245678 -1.082750 2.386533 0.0082 0.0105 0.0131
H 0.948832 2.100112 2.382031 -0.0207 0.0208 -0.0324
H 1.925734 4.328676 1.993632 -0.0100 -0.0034 -0.0035
H 0.967133 5.823078 0.274273 -0.0070 -0.0095 0.0016
H -0.990446 5.103596 -1.047179 0.0023 -0.0099 0.0029
H -2.004623 2.906784 -0.660018 0.0110 0.0050 -0.0054
H -0.643229 -4.214173 0.613522 -0.0009 -0.0046 -0.0205
H 0.753066 -5.976144 -0.454200 -0.0025 0.0068 -0.0119
H 2.216198 -5.382691 -2.369406 0.0075 0.0013 0.0147
H 2.351833 -3.070532 -3.144115 -0.0201 0.0103 0.0044
H 2.156234 -0.435611 0.361988 0.0556 0.2423 0.1529
H 4.349480 0.159052 1.361385 -0.0042 -0.0103 -0.0048
H 6.257489 0.689085 -0.131825 -0.0026 -0.0055 -0.0020
H 5.976037 0.642460 -2.581918 -0.0002 0.0039 0.0039
H 3.784367 0.135785 -3.572820 0.0060 -0.0387 0.0114
H 0.385767 -2.395361 -4.498602 0.0207 0.0204 -0.0107
H 0.162264 -1.944700 -6.904174 0.0011 0.0056 0.0030
H 0.722494 0.282839 -7.809421 -0.0002 -0.0030 0.0021
H 1.520172 2.077833 -6.310064 -0.0006 -0.0077 -0.0010
H 1.791028 1.647607 -3.901644 -0.0154 -0.0083 -0.0107
C -1.871948 0.713035 -2.974939 0.0421 0.1249 -0.0198
C -1.133425 0.379846 -1.732870 0.3529 0.3409 0.1161
N 0.047082 0.201519 -1.468483 -0.5117 -0.2508 -0.2237
H -2.945458 0.768199 -2.862095 -0.0294 -0.0170 0.0221
H -1.613909 -0.024430 -3.739432 0.0583 -0.0045 0.0056
H -1.496855 1.680285 -3.319322 -0.0193 0.0017 0.0049
F -0.788026 -1.527579 4.519510 -0.0062 -0.0513 -0.0208
C -0.061535 -0.482845 4.952659 -0.1161 0.3281 0.0867
F 0.058510 -0.563776 6.263866 0.0191 -0.0512 -0.0667
F -0.755503 0.626887 4.648834 0.0886 -0.1534 0.0500
C 1.312968 -0.438101 4.233349 0.2446 -0.4460 -0.0926
O 1.226000 0.000262 2.926634 -0.0232 0.5934 0.2707
C 1.944959 -1.863008 4.187545 0.2178 0.2867 0.3987
F 1.796262 -2.551346 5.300015 -0.0481 -0.0159 -0.1504
F 3.232436 -1.797314 3.867804 -0.1156 -0.0541 -0.0126
F 1.333733 -2.556846 3.173438 -0.0735 -0.2043 -0.2272
C 2.266232 0.562052 4.965463 -0.0330 0.0439 -0.0080
F 1.600441 1.678083 5.278218 0.0490 -0.0979 -0.0398
F 3.270391 0.904001 4.157340 -0.0113 -0.0350 0.0231
F 2.760278 0.022623 6.067951 -0.0076 -0.0028 0.0113
```
Forces are in eV/Å.

As for the total charge: +3. As for the energy above the lowest of the compared OMol25 structures with the same formula, charge and spin: 0.0 kJ/mol.

(2)
DFT (wB97M-V/def2-TZVPD) results for a molecular structure, C63H76Br3N7O29 at a distorted geometry.

XYZ file:
```
178
Properties=species:S:1:pos:R:3:forces:R:3
C -19.320345 0.446183 9.159970 -1.5292 -0.9931 -0.2849
C -18.674664 0.550454 7.934317 -0.1124 0.1958 1.5194
C -17.865904 -0.496275 7.518705 -0.2223 1.0603 -1.3167
C -17.885011 -1.740865 8.130091 0.1385 1.2950 0.9355
C -18.716193 -1.895129 9.226667 -0.4202 -0.2228 0.7699
C -19.440979 -0.812939 9.726533 0.8517 -0.4407 -0.0130
N -16.783039 -2.664509 7.881925 0.0421 -0.5648 -0.3140
O -16.107476 -2.476789 6.901121 0.1773 0.3103 -0.6176
O -16.572307 -3.558608 8.675812 -0.4336 -0.0860 0.3942
H -19.957586 1.187530 9.623319 0.4186 0.6178 -0.2659
H -18.683828 1.511326 7.438734 -0.1337 -0.6176 -0.1568
H -17.296861 -0.184188 6.650884 0.4833 -0.9900 -0.0098
H -18.805997 -2.809673 9.797566 0.3756 -0.2164 -0.3246
H -19.998424 -0.968640 10.640111 -0.1255 0.0870 -0.0519
C -27.362511 7.050753 5.954939 -0.6055 0.8278 -0.6310
C -28.325678 8.044028 5.653426 1.2245 -1.0448 0.5456
C -29.643791 7.705806 5.420906 0.1856 0.1463 -0.4966
C -30.004479 6.342249 5.324076 0.4392 0.8194 1.3759
C -29.095548 5.388430 5.741521 0.5695 -0.4551 -1.6136
C -27.759038 5.742786 5.946693 -0.3857 -0.6186 0.4754
N -31.384049 5.950648 4.962769 0.7231 0.6692 0.2834
O -32.160486 6.869474 4.837955 -0.5242 -0.0353 -0.1681
O -31.625563 4.776689 4.814638 -0.1126 -0.2672 -0.0411
H -26.327462 7.307898 6.135987 -0.2603 0.0655 -0.2255
H -27.949828 9.055380 5.584998 -0.4574 0.2214 0.1653
H -30.279705 8.570345 5.294351 -0.6405 -0.5393 -0.3672
H -29.281539 4.328825 5.620600 -0.5155 0.0725 0.2320
H -27.047944 4.934569 6.061669 0.1072 0.0746 0.1865
C -24.660016 8.430081 7.606169 0.4030 0.5411 -0.3644
C -24.307768 7.160698 7.132865 0.1790 1.2053 0.8255
C -23.365490 7.028286 6.134453 -2.8531 6.7786 1.7349
C -22.871377 8.154335 5.503793 -0.8088 0.4002 1.0155
C -23.294353 9.409577 5.897869 1.3490 0.9752 0.3609
C -24.129882 9.569772 6.982156 -0.3667 -0.9002 0.1299
N -21.902746 8.037528 4.418963 -0.6391 1.6103 -0.1319
O -21.438436 9.054347 3.960476 -0.1352 0.1202 0.3455
O -21.656327 6.929046 3.988279 -2.1132 0.1478 1.7215
H -25.308313 8.586045 8.457812 -0.1682 -0.2803 0.0249
H -24.748592 6.308268 7.632428 0.1255 -0.3009 -0.1562
H -23.078701 6.072149 5.716436 -4.0371 7.6279 4.4222
H -22.770431 10.292343 5.553655 -0.2324 -0.0408 -0.5408
H -24.328973 10.570225 7.337118 -0.1443 -0.0425 0.0921
C -20.473374 3.018964 4.077677 0.7866 -1.1544 -1.2042
C -20.962591 3.099740 2.784277 5.8276 -1.6104 0.9742
C -20.944931 4.308632 2.110374 4.8903 2.8910 -0.3791
C -20.421770 5.452880 2.771203 0.1662 -1.8875 -1.6796
C -19.896417 5.346811 4.031074 1.5032 -1.1036 0.1193
C -19.872721 4.110134 4.664938 0.4499 0.5068 -1.4456
N -20.520101 6.777871 2.122644 -0.2668 -0.8819 -2.0393
O -21.306772 6.793204 1.172067 0.4906 0.4315 0.4547
O -19.886871 7.724985 2.506391 0.8890 -0.5212 -0.4027
H -20.408555 2.057774 4.575327 -0.3125 0.0150 0.0205
H -21.285109 2.210029 2.259918 0.5794 -0.2060 0.5506
H -21.308937 4.422768 1.101422 -0.0972 0.1090 0.0993
H -19.520154 6.192026 4.597352 0.2327 0.0768 -0.7599
H -19.363887 4.086082 5.619326 -0.2548 -0.5180 -1.3258
C -27.422240 2.453601 8.803884 -0.3145 -0.2031 0.5728
C -28.420132 1.489723 8.965528 0.7498 0.8578 -0.5343
C -28.238893 0.418376 9.809540 -1.1910 0.2177 0.0993
C -27.127398 0.390910 10.628253 -0.1000 0.5164 -0.6014
C -26.170505 1.391161 10.555285 0.5664 0.2617 -0.2585
C -26.295249 2.431842 9.631131 -0.7600 -0.4946 -0.5669
N -26.921511 -0.723728 11.535163 1.0402 -0.4704 0.4476
O -26.438259 -0.478349 12.626592 -0.2422 0.1995 -0.0918
O -27.130255 -1.843812 11.118613 -0.5017 0.0448 -0.1465
H -27.635057 3.211742 8.061021 0.4260 0.2813 0.1268
H -29.325322 1.652130 8.396132 -0.0948 -0.4768 0.0103
H -29.094683 -0.243151 9.854166 0.4800 -0.5523 0.3976
H -25.258111 1.329616 11.131920 -0.1637 -0.0727 0.2988
H -25.532444 3.186672 9.506838 0.1443 -0.0456 0.2147
C -23.552188 4.340595 6.490942 -0.1043 -1.7663 1.5681
C -22.575898 5.112198 5.889934 2.4149 -8.6550 -0.7933
C -21.271956 5.052957 6.283100 1.0782 0.3095 0.9318
C -20.889383 4.189143 7.306398 -0.8572 0.0197 0.4321
C -21.818618 3.338574 7.878665 -0.9093 -0.0550 0.1076
C -23.177881 3.495976 7.533486 1.3159 -0.7000 -1.0585
N -19.487642 4.169115 7.755426 -1.3993 -1.0592 0.1085
O -19.243577 3.693190 8.857763 0.0091 0.3323 0.0053
O -18.633311 4.499159 6.955782 -1.5352 0.6479 3.0861
H -24.600362 4.290353 6.230441 0.0906 0.4610 -0.5850
H -22.894024 5.747942 5.070549 3.2908 -6.3305 -6.9577
H -20.528513 5.706337 5.840946 -1.1174 -0.3449 0.9295
H -21.571971 2.481262 8.488203 0.3391 0.2901 0.2784
H -23.864675 2.722679 7.852554 -0.1321 0.2205 0.2997
C -17.679815 6.626302 10.347010 1.1089 0.1679 0.4333
C -17.445938 7.864880 10.962747 -1.2692 -1.2100 -1.3944
C -16.455364 8.678149 10.441644 0.7238 0.1841 0.9231
C -15.587458 8.184111 9.469456 -0.9258 0.0417 0.0856
C -15.790861 6.944631 8.874423 0.5211 0.7086 0.1917
C -16.800865 6.164076 9.375524 -0.4788 -0.8986 0.1844
N -14.476206 9.019700 9.001404 -0.3947 0.3607 -0.5872
O -14.291862 10.109589 9.503653 -0.0295 -0.3053 0.2095
O -13.849245 8.579831 8.057148 0.4134 0.0103 0.0393
H -18.451282 5.966512 10.719816 -0.0516 0.0208 -0.0153
H -18.206744 8.074271 11.701684 0.4714 0.9122 0.2660
H -16.261478 9.647292 10.880920 0.0366 0.0499 -0.1418
H -15.162679 6.635361 8.050152 0.1702 -0.1481 0.2389
H -16.836070 5.116555 9.098313 -0.4857 0.1891 -0.3404
C -16.766198 2.652274 6.612863 -0.1765 -0.7938 0.8275
C -16.122852 4.007444 6.493553 0.0759 -0.3529 -0.0690
O -17.002400 4.922656 5.810986 2.3876 0.3458 -1.5685
C -16.627186 6.192017 5.701284 0.9755 -1.1427 -1.0236
O -17.413909 7.087050 5.794789 1.9011 0.3233 -0.7308
O -15.333764 6.298802 5.365489 -0.3271 0.2208 0.4705
C -14.825963 7.633608 5.231819 -0.0630 0.4535 -0.3199
H -16.020512 1.915902 6.927289 0.2557 0.1924 -0.0449
H -17.205917 2.215386 5.715704 -0.0044 0.4998 -0.3162
H -17.511470 2.610903 7.410448 0.5232 0.4380 -0.3584
H -15.159504 3.844338 6.011593 -0.0220 0.6909 -0.2712
H -15.988580 4.433939 7.488792 0.3384 -0.2292 -0.0613
H -15.423339 8.342641 5.800665 0.1835 -0.1569 0.3054
H -14.888018 7.972131 4.196678 0.0152 -0.3372 -0.1068
H -13.789378 7.601306 5.546966 -0.0452 0.0976 0.1256
C -28.026927 6.077477 0.964909 -0.0218 0.3553 0.5084
C -27.062136 5.858400 2.130850 -1.0836 0.2971 -0.8178
O -25.895489 5.228164 1.611903 0.2377 -0.3383 0.6323
C -25.018970 4.747256 2.505203 0.2008 0.5664 -0.9918
O -25.134257 4.723574 3.698993 -0.3016 -0.0898 0.7412
O -23.958815 4.349945 1.820954 -0.6954 0.0401 -0.7643
C -23.009060 3.549348 2.461046 -3.2036 -0.9813 0.5303
H -28.398869 5.177220 0.479788 0.3029 -0.1832 0.1011
H -27.585037 6.741948 0.224264 -0.0487 -0.0468 -0.0712
H -28.895871 6.570116 1.408808 -0.0502 0.1295 -0.2087
H -27.588910 5.277416 2.888604 0.5086 -0.2177 0.1739
H -26.817504 6.843974 2.530635 0.2375 -0.1412 0.2384
H -23.449416 2.751600 3.061531 -0.4838 -0.0048 0.2650
H -22.249962 4.058448 3.061369 -3.8935 0.7014 0.4668
H -22.399372 3.010624 1.732711 -2.6007 0.7979 -0.7485
C -25.693782 0.743975 4.361858 -0.6874 -0.5678 0.4538
C -24.448475 0.973946 5.195419 -0.8823 0.4095 -1.1315
O -23.563344 -0.106622 4.879645 -0.2411 -0.1793 -0.4177
C -22.344016 -0.052972 5.394982 -0.4866 0.1820 1.2334
O -22.008147 0.789275 6.190692 0.7270 -0.0616 -0.0202
O -21.663382 -1.096678 4.966101 -0.3938 -1.1401 -0.7526
C -20.477831 -1.518773 5.619400 1.0236 0.7518 -0.0505
H -26.045660 -0.250288 4.653131 -0.0374 -0.1131 -0.4759
H -25.603991 0.819111 3.280267 0.3488 -0.0786 0.0348
H -26.517754 1.392561 4.668116 0.2660 0.3283 0.0490
H -24.817930 0.962903 6.220317 0.7878 -0.0289 0.3133
H -23.993050 1.920263 4.912348 0.2374 0.0685 0.4938
H -19.889864 -2.181601 4.985121 -0.4570 0.1455 -0.5246
H -20.629777 -2.101477 6.528205 -0.4649 0.5090 0.2309
H -19.888190 -0.613828 5.759521 0.1773 -0.2739 0.5757
C -16.018588 2.444188 10.123252 0.4465 -0.1432 0.5051
C -15.053242 1.307209 9.864377 0.0108 -0.4810 0.4363
O -15.599348 0.177038 10.576468 0.0626 -0.1601 0.0524
C -14.886061 -0.954973 10.483289 -0.0508 0.4728 -0.8587
O -13.996110 -1.136006 9.692319 0.1094 -0.1579 0.2327
O -15.372901 -1.810727 11.352938 -0.8648 -0.2472 0.5354
C -14.876576 -3.132287 11.332976 1.1936 -0.9138 0.5122
H -16.053816 2.723500 11.178024 0.5668 -0.0023 0.0334
H -17.054280 2.142913 9.967536 0.0777 0.1269 -0.8039
H -15.668450 3.307045 9.558586 -0.4692 0.1017 -0.1149
H -14.041665 1.441479 10.253290 -0.0770 0.4730 0.0818
H -14.902104 1.064394 8.811185 -0.4012 -0.0495 -0.0538
H -14.861464 -3.590108 10.348051 -0.0629 0.2869 -0.1077
H -15.436844 -3.769581 12.014516 -0.6051 0.4337 -0.1273
H -13.872654 -3.153137 11.767328 0.1392 0.1709 -0.3668
C -23.557496 5.304969 10.245967 -0.2941 0.6208 -1.1304
C -22.488344 6.376626 10.237271 -0.5245 1.6294 0.5515
O -21.601091 6.244359 9.123841 -0.4705 -1.8173 0.2809
C -20.847885 7.227571 8.685891 0.3507 1.1373 0.4505
O -20.685487 8.302635 9.201745 -0.2984 -0.0291 0.0587
O -20.266461 6.807420 7.568778 -0.3008 0.6107 0.7093
C -19.580821 7.762240 6.797107 1.3681 1.0541 0.0347
H -24.423526 5.601969 10.838929 0.4771 -0.0732 0.7975
H -23.170157 4.318787 10.481111 -0.2131 -0.0973 0.0382
H -24.031785 5.337381 9.258538 0.4579 -0.5791 -0.0715
H -21.975144 6.451193 11.201392 0.3682 -0.2334 -0.3440
H -22.960429 7.355328 10.112195 -0.1192 0.0010 0.0846
H -20.173004 8.539274 6.321573 -0.5702 -0.1195 0.2432
H -18.904434 7.254451 6.108012 -1.8560 -0.0837 0.1775
H -18.790659 8.255011 7.375368 -0.4831 0.1863 0.4154
C -20.255413 4.051971 12.235648 0.0642 0.1536 0.5874
Br -21.495983 2.529491 12.295271 0.5820 0.7522 -0.1305
Br -18.414350 3.487854 12.569576 -0.8599 0.1604 -0.2843
Br -20.744337 5.476037 13.470990 -0.0180 -0.3692 0.2563
H -20.341132 4.606349 11.308871 0.1905 -0.7777 -0.4672
```
Forces are in eV/Å.

As for the total charge: 0. As for the energy above the lowest of the compared OMol25 structures with the same formula, charge and spin: 1292.9 kJ/mol.

Number 1: calculated total energy -3524.1702 Eh. Number 2: calculated total energy -12732.3120 Eh.